Below is C24H41AuF6Ge2NO4PS2 as an isolated structure, with properties calculated with ωB97M-V/def2-TZVPD.

Atoms and positions in Å:
1 Au 0.633 0.828 0.436
2 F -3.543 2.713 -1.649
3 C -4.177 1.772 -0.979
4 F -5.008 2.278 -0.103
5 F -4.805 0.957 -1.800
6 S -2.915 0.728 -0.046
7 O -1.716 0.656 -0.990
8 O -3.494 -0.551 0.195
9 N -2.468 1.437 1.253
10 S -2.126 3.042 1.413
11 O -3.286 3.841 1.261
12 O -0.915 3.368 0.726
13 C -1.739 2.982 3.219
14 F -2.798 2.629 3.914
15 F -0.757 2.087 3.438
16 F -1.317 4.177 3.578
17 C -3.015 -2.164 3.247
18 C -2.329 -0.803 3.393
19 Ge -0.851 -0.625 2.139
20 C 0.741 -0.787 3.299
21 C 2.171 -0.964 2.836
22 C -0.669 -1.930 0.712
23 C -0.687 -2.170 -0.604
24 Ge -1.213 -0.931 -2.042
25 C -2.831 -1.357 -3.014
26 C -2.659 -2.412 -4.112
27 C 0.248 -0.105 -3.033
28 C 1.671 -0.489 -2.632
29 C -0.388 -3.527 -1.124
30 C -0.535 -4.671 -0.332
31 C -0.226 -5.921 -0.833
32 C 0.237 -6.056 -2.139
33 C 0.366 -4.937 -2.946
34 C 0.045 -3.686 -2.441
35 H -3.841 -2.230 3.954
36 H -2.336 -2.989 3.472
37 H -3.419 -2.309 2.244
38 H -1.849 -0.693 4.368
39 H -3.039 0.013 3.280
40 H 0.361 -1.712 3.766
41 H 0.649 0.006 4.041
42 H 2.290 -1.837 2.191
43 H 2.829 -1.103 3.695
44 H 2.526 -0.094 2.292
45 H -0.288 -2.741 1.351
46 H -3.151 -0.410 -3.457
47 H -3.596 -1.658 -2.298
48 H -1.873 -2.147 -4.822
49 H -3.585 -2.501 -4.677
50 H -2.430 -3.394 -3.699
51 H 0.090 0.972 -2.924
52 H 0.074 -0.327 -4.089
53 H 1.869 -0.299 -1.574
54 H 2.397 0.085 -3.210
55 H 1.883 -1.543 -2.806
56 H -0.938 -4.596 0.671
57 H -0.356 -6.797 -0.214
58 H 0.481 -7.036 -2.528
59 H 0.710 -5.036 -3.966
60 H 0.160 -2.831 -3.101
61 C 4.339 0.398 -0.049
62 C 4.018 1.638 0.779
63 P 2.397 2.379 0.429
64 C 2.527 3.121 -1.221
65 C 1.225 3.703 -1.764
66 C 2.125 3.694 1.648
67 C 3.275 4.699 1.743
68 H 5.346 0.053 0.177
69 H 4.298 0.602 -1.120
70 H 3.647 -0.419 0.168
71 H 4.753 2.426 0.592
72 H 4.057 1.424 1.849
73 H 2.923 2.347 -1.883
74 H 3.302 3.888 -1.137
75 H 0.444 2.942 -1.832
76 H 1.392 4.108 -2.761
77 H 0.845 4.507 -1.137
78 H 1.952 3.202 2.609
79 H 1.191 4.184 1.374
80 H 4.203 4.231 2.069
81 H 3.023 5.467 2.472
82 H 3.455 5.203 0.794

The gap between HOMO and LUMO comes out at 6.3 eV. The calculated total energy comes out at -199205.2034 eV. As for the charge: +2. For the energy above the lowest of the compared OMol25 structures with the same formula, charge and spin, the calculation gives 34.4 kcal per mole. For the highest occupied orbital energy, the calculation gives -14.295 eV.


Below is C24H41Br12FN5O as an isolated structure, with properties calculated with ωB97M-V/def2-TZVPD.

Atoms and positions in Å:
1 C -0.981 1.858 3.218
2 C 0.061 0.942 2.611
3 N 1.301 0.972 2.848
4 C -0.434 -0.114 1.640
5 C -0.285 0.335 0.202
6 N 0.284 1.500 -0.002
7 N 0.475 1.900 -1.248
8 C 1.160 3.223 -1.327
9 C 0.808 4.151 -0.186
10 F 2.504 2.969 -1.287
11 C 0.144 1.214 -2.352
12 C 0.518 1.711 -3.716
13 C 2.031 1.427 -3.982
14 C 2.431 -0.035 -3.726
15 C 3.009 -0.289 -2.322
16 C 2.756 -1.730 -1.902
17 N 3.349 -1.976 -0.580
18 C -0.541 -0.023 -2.183
19 C -1.025 -0.793 -3.381
20 C -2.389 -0.240 -3.818
21 O -2.883 -1.104 -4.819
22 C -0.750 -0.468 -0.881
23 C -1.435 -1.766 -0.551
24 C -2.925 -1.561 -0.170
25 C -3.803 -2.754 -0.579
26 C -4.383 -2.594 -1.975
27 N -5.352 -3.668 -2.234
28 H -1.910 1.810 2.653
29 H -1.166 1.544 4.246
30 H -0.599 2.876 3.198
31 H 1.531 1.724 3.500
32 H 0.190 -1.000 1.784
33 H -1.463 -0.392 1.848
34 H 0.871 3.708 -2.252
35 H 1.030 5.157 -0.546
36 H 1.459 3.973 0.668
37 H -0.252 4.141 0.054
38 H -0.101 1.243 -4.470
39 H 0.370 2.783 -3.826
40 H 2.596 2.062 -3.307
41 H 2.232 1.678 -5.020
42 H 1.615 -0.734 -3.900
43 H 3.201 -0.302 -4.448
44 H 2.576 0.355 -1.555
45 H 4.090 -0.156 -2.368
46 H 3.188 -2.424 -2.620
47 H 1.677 -1.926 -1.891
48 H 2.834 -2.596 0.024
49 H 3.396 -1.098 -0.073
50 H -0.368 -0.684 -4.235
51 H -1.151 -1.850 -3.176
52 H -3.070 -0.134 -2.970
53 H -2.228 0.752 -4.257
54 H -3.707 -0.749 -5.163
55 H -1.388 -2.441 -1.399
56 H -0.899 -2.235 0.273
57 H -3.278 -0.684 -0.717
58 H -3.032 -1.360 0.892
59 H -4.626 -2.818 0.134
60 H -3.225 -3.679 -0.544
61 H -3.560 -2.649 -2.700
62 H -4.892 -1.633 -2.069
63 H -5.045 -4.517 -1.777
64 H -5.415 -3.859 -3.225
65 C 2.311 0.179 6.520
66 Br 3.132 1.884 6.150
67 Br 3.549 -1.263 6.238
68 Br 1.567 0.134 8.292
69 H 1.501 0.045 5.819
70 C -3.054 1.077 8.499
71 Br -1.884 2.588 8.274
72 Br -4.616 1.540 9.512
73 Br -3.525 0.261 6.820
74 H -2.509 0.336 9.066
75 C 3.496 5.517 3.410
76 Br 5.005 5.092 4.514
77 Br 3.664 4.731 1.658
78 Br 1.845 5.009 4.251
79 H 3.472 6.589 3.286
80 C 2.072 -6.156 -2.137
81 Br 3.503 -6.249 -3.411
82 Br 2.128 -7.608 -0.881
83 Br 2.069 -4.434 -1.261
84 H 1.145 -6.245 -2.685

The gap between HOMO and LUMO comes out at 7.6 eV. The calculated total energy comes out at -878270.0612 eV. As for the charge: +1. For the highest occupied orbital energy, the calculation gives -11.572 eV.


Below is C24H41Cl3N4O2Pt as an isolated structure, with properties calculated with ωB97M-V/def2-TZVPD.

Atoms and positions in Å:
1 Pt 0.357 -0.436 -0.400
2 Cl 0.005 0.003 -2.609
3 C 2.454 -3.896 -0.217
4 C 1.613 -1.856 -0.341
5 N 1.307 -3.167 -0.390
6 H 4.514 -3.224 0.077
7 N 2.950 -1.762 -0.197
8 H 2.494 -4.957 -0.198
9 C -0.070 -3.718 -0.465
10 C -0.021 -5.198 -0.818
11 C -0.788 -3.566 0.882
12 H 0.473 -5.805 -0.042
13 H -1.060 -5.564 -0.909
14 H 0.467 -5.360 -1.794
15 H -1.958 -3.347 -1.425
16 H -0.513 -3.277 -2.536
17 H -0.765 -2.530 1.259
18 C -0.898 -3.032 -1.536
19 H -0.339 -4.229 1.645
20 H -1.846 -3.852 0.737
21 H -0.880 -1.922 -1.436
22 C 3.476 -3.021 -0.079
23 C 3.565 0.109 1.337
24 H 4.082 -0.497 2.110
25 H 3.980 1.137 1.353
26 C 3.733 -0.478 -0.072
27 H 3.780 1.443 -0.982
28 C 5.200 -0.737 -0.370
29 H 5.335 -1.134 -1.384
30 H 2.503 0.183 1.610
31 H 2.133 0.808 -0.846
32 H 5.689 -1.398 0.356
33 H 5.723 0.227 -0.332
34 C 3.184 0.527 -1.071
35 H 3.220 0.142 -2.094
36 C -3.542 3.087 -0.774
37 N -3.008 1.833 -0.402
38 H -2.494 5.048 -0.921
39 N -1.383 3.233 -0.268
40 H -4.582 3.254 -1.095
41 C -3.757 0.556 -0.482
42 C -5.194 0.776 -0.064
43 C -3.635 0.018 -1.901
44 H -5.742 1.381 -0.786
45 H -5.684 -0.195 -0.008
46 H -5.254 1.235 0.924
47 H -3.599 -1.413 0.357
48 H -2.912 -0.136 1.437
49 H -2.563 -0.085 -2.160
50 C -3.044 -0.459 0.395
51 H -4.148 0.656 -2.634
52 H -4.091 -0.980 -1.922
53 H -2.022 -0.668 -0.039
54 C -2.501 3.973 -0.692
55 C 0.708 3.582 -1.476
56 H 0.297 4.247 -2.251
57 H 1.769 3.841 -1.327
58 C -0.021 3.760 -0.146
59 H 1.808 3.224 0.887
60 C -0.054 5.219 0.276
61 H -0.621 5.338 1.204
62 H 0.644 2.526 -1.798
63 H 0.732 1.828 0.552
64 H -0.472 5.860 -0.509
65 H 0.970 5.560 0.470
66 C 0.744 2.913 0.867
67 H 0.326 2.973 1.889
68 C -1.680 1.923 -0.197
69 Cl 0.301 -1.841 4.450
70 C 0.179 -0.120 4.004
71 Cl 1.656 0.855 4.272
72 C -0.127 0.041 2.504
73 O -0.975 0.985 2.228
74 O 0.503 -0.771 1.732
75 H -0.635 0.328 4.587

The gap between HOMO and LUMO (alpha / beta) comes out at 1.8 / 6.0 eV. As for the multiplicity: 5. The calculated total energy comes out at -76418.2217 eV. As for the charge: -2. For the energy above the lowest of the compared OMol25 structures with the same formula, charge and spin, the calculation gives 29.2 kcal per mole. For the highest occupied orbital energy (alpha / beta), the calculation gives 2.169 / -3.691 eV.